Record 1
The following is a quantum chemistry calculation of 3 unconnected molecules or ions with the total composition C3H9N2OS at a distorted geometry, from OMol25.

Values from the calculation:
**HOMO**: -10.065 eV
**Total charge**: +1
**Largest force on an atom**: 7.91 eV/Å
**Kohn-Sham gap**: 0.0275 Eh
**LUMO energy**: -9.32 eV

XYZ file:
```
16
Properties=species:S:1:pos:R:3:mulliken_charge:R:1
N 0.3249 -1.0246 -2.6179 -0.4882
C 0.6078 -0.2872 -1.5499 0.2538
C -0.8860 0.0567 -1.1012 -0.7796
S -1.3014 0.8429 0.3193 0.1949
C 1.4596 -0.6104 0.0865 0.4043
N 1.8134 -2.0624 0.2987 -0.4436
O 2.3746 0.0949 0.4900 -0.3852
H 1.0573 0.6282 -1.9531 0.4348
H 0.9617 -0.8177 -3.3980 0.3274
H 0.6529 -0.4984 0.8657 0.0745
H -1.4267 -0.9040 -1.0699 0.4272
H -10.8425 9.7293 15.6280 0.0012
H -1.4598 0.4181 -1.9633 0.4937
H -12.8996 8.8463 13.9575 -0.0012
H 2.6421 -2.3649 -0.1984 0.2550
H 1.0432 -2.7094 0.2608 0.2309
```


Record 2
The following is a quantum chemistry calculation of C5H11NO in the gas phase at a distorted geometry, from OMol25.

Values from the calculation:
**HOMO**: -8.497 eV
**SMILES**: CCNCCC=O
**Largest force on an atom**: 4.40 eV/Å
**Kohn-Sham gap**: 0.3494 Eh
**LUMO energy**: 1.01 eV

XYZ file:
```
18
Properties=species:S:1:pos:R:3:mulliken_charge:R:1
C 2.6641 -0.5520 -1.4798 -1.1902
C 1.6455 -0.5800 -0.3111 -0.3318
N 0.8438 0.6162 -0.1752 -0.2389
C -0.5282 0.7365 -0.5569 -0.7638
C -1.4831 1.1851 0.8272 -0.7002
C -1.4668 -0.2815 1.1098 0.1629
O -2.3769 -1.0698 1.0088 -0.5177
H 2.2367 -0.9354 -2.4016 0.2947
H 2.9998 0.4846 -1.5530 0.3258
H 3.5339 -1.1475 -1.1933 0.3373
H 2.2205 -0.6322 0.6177 0.3652
H 1.0196 -1.4679 -0.4765 0.2961
H 1.0538 1.1329 0.6610 0.2357
H -0.9593 -0.1395 -1.0398 0.3521
H -0.6493 1.5633 -1.2582 0.3927
H -0.9122 1.9397 1.3600 0.3091
H -2.4467 1.6445 0.6153 0.3463
H -0.6183 -0.6105 1.7382 0.3246
```


Record 3
The following is a quantum chemistry calculation of a molecular structure, C26H64F6NO30S10V at a distorted geometry, from OMol25.

Values from the calculation:
**HOMO**: -10.818 eV
**Largest force on an atom**: 5.95 eV/Å
**Kohn-Sham gap**: 0.2722 Eh
**LUMO energy**: -3.41 eV

XYZ file:
```
138
Properties=species:S:1:pos:R:3:mulliken_charge:R:1
O 2.0359 3.0815 -1.9598 -0.4223
V 2.5204 2.5266 -0.5345 1.3762
O 3.8541 1.6493 -0.8039 -0.6065
C 2.4932 -1.5683 -0.2125 0.3468
F 2.1903 -1.6594 1.1925 -0.1485
F 3.7325 -1.1718 -0.4971 -0.0197
F 2.4512 -2.8232 -0.6510 -0.2324
S 1.1831 -0.4128 -1.1715 0.1318
O 1.8059 -0.2350 -2.4816 -0.4415
O -0.0314 -1.2087 -1.2389 -0.1337
N 1.0770 0.9866 -0.1733 1.2716
S -0.1892 0.8143 0.7820 -0.7784
O -0.3990 -0.5696 1.2942 -0.4544
O -0.1799 1.8151 1.8058 -0.2310
C -1.7735 1.2138 -0.2274 0.3294
F -2.8913 1.1174 0.6119 0.1006
F -1.6446 2.4858 -0.6866 -0.2211
F -1.9686 0.3473 -1.2631 0.1343
O 0.8803 4.3792 0.3339 -0.3053
S 0.1752 5.5386 0.9498 0.8709
O -0.2208 5.5164 2.3540 -0.5828
O 1.1135 6.8843 0.6740 -0.2522
C 1.4742 7.7599 1.7801 -0.1312
C 2.5840 8.7605 1.3686 -1.2315
C -1.3437 5.9407 -0.1588 -0.6653
H 1.9525 7.1155 2.5177 0.2950
H 0.6348 8.2901 2.2300 0.3193
H 2.3453 9.3784 0.5029 0.3310
H 3.5373 8.2771 1.1552 0.3150
H 2.7596 9.3910 2.2403 0.3718
H -1.9330 6.8126 0.1251 0.3753
H -1.9293 5.0230 -0.1054 0.0547
H -0.9016 6.0968 -1.1429 0.3619
O -0.4397 -0.7773 -8.0870 -0.6184
S -0.0202 0.3837 -7.3457 1.1486
O 0.6163 1.4623 -8.0582 -0.6063
O -1.2847 0.9503 -6.4267 -0.3186
C -2.2516 0.0784 -5.8876 -0.6204
C -1.9365 -0.1072 -4.4154 -0.1877
C 1.1352 -0.0389 -6.0359 -0.8561
H -2.2076 -0.8877 -6.3905 0.3885
H -3.2690 0.4609 -5.9686 0.2970
H -1.0378 -0.6485 -4.1196 0.1384
H -2.7192 -0.6610 -3.8970 0.0919
H -1.9249 0.8410 -3.8779 0.1432
H 1.3937 0.8975 -5.5415 0.2908
H 2.0055 -0.3696 -6.6028 0.5017
H 0.6858 -0.7996 -5.3975 0.1924
O -5.3766 3.8492 5.0213 -0.6110
S -4.3321 3.0876 4.3006 1.0479
O -4.0442 3.3456 2.8680 -0.3922
O -2.8726 2.9435 5.1454 -0.4572
C -1.7401 2.3243 4.4728 0.6085
C -0.5103 1.9153 5.2672 -1.4090
C -4.7919 1.3033 4.3722 -0.8181
H -1.2874 3.0909 3.8439 -0.0122
H -2.0554 1.4970 3.8370 0.1281
H -0.1140 2.8253 5.7178 0.3693
H 0.2151 1.3338 4.6983 0.1811
H -0.8304 1.3303 6.1294 0.4628
H -5.8658 1.1996 4.2168 0.4148
H -4.3458 0.9094 5.2854 0.4131
H -4.4307 0.8085 3.4706 0.0808
O -0.3272 -7.1264 -0.2664 -0.6297
S -0.7914 -5.8320 0.1112 1.1246
O -2.1838 -5.5320 0.4629 -0.5453
O 0.2322 -5.1773 1.3004 -0.2263
C 1.5662 -5.5682 1.3022 -0.3169
C 2.2089 -4.9536 2.5608 -0.6245
C -0.4424 -4.6340 -1.2690 -0.5951
H 2.1144 -5.1324 0.4670 0.1913
H 1.5725 -6.6581 1.2846 0.4341
H 2.1441 -3.8704 2.4585 -0.2102
H 3.2154 -5.3386 2.7246 0.3670
H 1.6782 -5.2070 3.4786 0.3832
H 0.4780 -4.8418 -1.8146 0.4419
H -0.5593 -3.5803 -1.0159 -0.2527
H -1.2283 -4.9087 -1.9725 0.4477
O -7.9162 1.7008 -0.1775 -0.6526
S -6.4826 1.7899 0.2780 1.1878
O -6.0576 1.1035 1.5118 -0.4639
O -5.4637 1.3685 -0.9173 -0.2011
C -5.7482 1.8262 -2.2735 -0.5069
C -4.4709 1.6549 -3.1983 -0.3963
C -5.9526 3.5972 0.3016 -0.8643
H -6.0997 2.8552 -2.1970 0.5161
H -6.5533 1.1670 -2.5980 0.1876
H -4.2184 0.6020 -3.3239 -0.0704
H -3.6215 2.0972 -2.6779 -0.0686
H -4.4236 2.1593 -4.1635 0.5290
H -6.3417 4.0910 1.1921 0.4513
H -6.2172 4.1410 -0.6052 0.3942
H -4.8634 3.5860 0.3422 0.0820
O -3.9636 -3.8054 -2.1184 -0.5790
S -4.7640 -2.6811 -1.6917 1.1111
O -4.9940 -1.5694 -2.6626 -0.6270
O -6.2249 -3.1408 -1.0697 -0.3514
C -7.0700 -2.1453 -0.5439 0.3351
C -8.3452 -1.9664 -1.5093 -1.1978
C -3.9795 -1.9718 -0.1247 -0.2704
H -6.6314 -1.1772 -0.3019 -0.3348
H -7.3810 -2.4823 0.4449 0.3627
H -8.1383 -1.4578 -2.4509 0.2449
H -9.1819 -1.4133 -1.0826 0.3922
H -8.7974 -2.9269 -1.7567 0.3535
H -2.8915 -1.9425 -0.1838 -0.0612
H -4.1020 -2.6371 0.7299 0.5797
H -4.4682 -1.0461 0.1793 -0.1628
O 7.8058 -0.0495 0.0592 -0.5904
S 8.1668 -0.8495 -1.1569 1.1609
O 8.7840 -0.1828 -2.3151 -0.5921
O 9.1072 -2.1857 -0.6841 -0.3425
C 9.6239 -3.0483 -1.7564 -0.3326
C 11.1353 -2.6743 -1.8654 -0.9991
C 6.6505 -1.7060 -1.6091 -0.7000
H 9.1678 -3.0035 -2.7453 0.2699
H 9.3903 -4.0430 -1.3766 0.4100
H 11.3297 -1.6646 -1.5036 0.2793
H 11.5369 -2.8672 -2.8601 0.3211
H 11.6839 -3.3859 -1.2483 0.3088
H 6.3697 -2.3359 -0.7650 0.1201
H 6.7419 -2.1500 -2.6003 0.4740
H 5.9199 -0.9073 -1.7374 0.1938
O 3.6124 -3.5905 5.8171 -0.6408
S 3.5219 -2.2312 5.1982 1.1469
O 4.3418 -1.1460 5.7898 -0.6091
O 3.8250 -2.4332 3.5619 0.0292
C 5.1234 -2.8775 3.2755 -1.0109
C 5.6788 -2.7114 1.8132 -1.0280
C 1.7316 -1.7337 5.1171 -0.7334
H 5.0809 -3.9645 3.3436 0.3244
H 5.8481 -2.5095 4.0017 0.5515
H 5.0894 -3.2317 1.0582 0.2544
H 6.7467 -2.9227 1.7566 0.4906
H 5.6943 -1.6274 1.7006 0.3435
H 1.6628 -0.7478 4.6573 0.1584
H 1.3558 -1.8227 6.1364 0.4797
H 1.2024 -2.5132 4.5691 0.2353
```


Record 4
The following is a quantum chemistry calculation of a molecular structure, C35H27BrF3FeN6O6S2 at a distorted geometry, from OMol25.

Values from the calculation:
**HOMO**: -4.579 eV
**Total charge**: -1
**Largest force on an atom**: 1.05 eV/Å
**Kohn-Sham gap**: 0.2506 Eh
**LUMO energy**: 2.24 eV

XYZ file:
```
81
Properties=species:S:1:pos:R:3:mulliken_charge:R:1
Fe -1.2903 -0.1602 0.1011 -0.0608
C 3.7038 3.9390 4.1028 -1.4652
C 2.4528 3.7205 3.2959 1.0007
C 1.2526 4.3207 3.6590 -0.9075
C 0.0921 4.1015 2.9284 -0.4043
C 0.1276 3.2682 1.8231 -0.6426
C 1.3223 2.6790 1.4342 -0.1150
C 2.4724 2.9005 2.1689 -1.0786
S -1.3335 2.9551 0.8568 1.2410
O -2.3133 3.9259 1.2907 -0.7482
O -0.9164 2.9776 -0.5226 -0.7407
N -1.7993 1.4581 1.1848 0.4505
C -2.3643 1.1166 2.3948 0.6933
C -2.5994 1.9185 3.4962 -0.7838
C -3.1923 1.3942 4.6602 -0.9218
C -3.5795 0.0884 4.7546 -0.9824
C -3.3920 -0.7616 3.6394 1.0054
C -3.7804 -2.1195 3.6278 -0.7522
C -3.5723 -2.8718 2.5101 -0.9754
C -2.9672 -2.2799 1.3865 0.0428
N -2.5995 -1.0227 1.3602 0.6088
C -2.7957 -0.2517 2.4710 0.1631
H 3.6360 4.8495 4.6987 0.3785
H 4.5800 4.0152 3.4582 0.3677
H 3.8751 3.1051 4.7876 0.2850
H 1.2228 4.9729 4.5247 0.3292
H -0.8347 4.5889 3.1984 0.5683
H 1.3478 2.0621 0.5475 0.7551
H 3.3978 2.4263 1.8615 0.4236
H -2.3494 2.9658 3.4638 0.4185
H -3.3449 2.0610 5.5008 0.3899
H -4.0295 -0.3075 5.6566 0.3623
H -4.2377 -2.5457 4.5135 0.3925
H -3.8533 -3.9149 2.4649 0.4595
H -2.7716 -2.8575 0.4960 0.2804
Br 2.0132 -4.3753 -5.6553 -0.2093
C 3.0534 -3.4494 -4.3659 0.2504
C 2.6363 -3.4205 -3.0462 -0.6494
C 3.3905 -2.7321 -2.1083 0.3353
C 4.5627 -2.0792 -2.4869 -0.6175
C 4.9766 -2.1530 -3.8171 0.1272
C 4.2228 -2.8215 -4.7646 -0.6072
N 5.4962 -1.4368 -1.6220 -0.6786
N 5.1846 -0.9883 -0.5040 -0.5380
C 3.8636 -0.7594 -0.1025 0.8990
C 3.6389 -0.9427 1.2574 -0.4451
C 2.3787 -0.9114 1.8366 -0.8448
C 1.2542 -0.6359 1.0467 1.0180
O 0.0496 -0.6431 1.4645 -0.3622
C 1.5034 -0.2507 -0.3303 -0.7664
N 0.4009 0.1634 -1.0085 0.8052
C 0.5142 0.4811 -2.2757 -0.1580
C 1.7547 0.4940 -2.9315 -1.5567
C 2.8810 0.1237 -2.2528 -0.6158
C 2.7789 -0.3172 -0.9147 0.2112
H 1.7130 -3.8972 -2.7491 0.5928
H 3.0503 -2.7204 -1.0813 0.3920
H 5.9069 -1.6706 -4.0889 0.4332
H 4.5437 -2.8672 -5.7962 0.3954
H 4.5087 -1.1808 1.8596 0.4018
H 2.2347 -1.1098 2.8902 0.4488
H -0.3920 0.7624 -2.7902 0.2406
H 1.8029 0.8020 -3.9667 0.4062
H 3.8471 0.1685 -2.7382 0.7034
C -5.1067 0.9928 -3.5584 -1.1358
C -3.7484 1.6379 -3.2807 -0.5856
C -3.0589 0.9805 -2.1781 0.7181
N -2.5399 0.4536 -1.3094 -0.1168
H -5.5701 1.4646 -4.4241 0.3552
H -5.7711 1.1083 -2.7033 0.3228
H -4.9896 -0.0704 -3.7619 0.3167
H -3.8452 2.6933 -3.0214 0.2996
H -3.0992 1.5710 -4.1554 0.3070
F -3.7504 -3.0006 -1.9896 -0.1912
C -2.6301 -3.6708 -2.3090 0.3534
F -2.4931 -4.6673 -1.4206 -0.2361
F -2.8132 -4.2192 -3.5147 -0.2364
S -1.1654 -2.5539 -2.3044 1.1871
O -1.4968 -1.5844 -3.3197 -0.7009
O -0.0618 -3.4352 -2.5745 -0.6566
O -1.1966 -2.0502 -0.9288 -0.6493
```